No. 1
{"formula": "C50H98Cl8F12O23", "method": "wB97M-V/def2-TZVPD", "e_homo_ev": -9.44, "total_charge": 0, "homo_lumo_gap_ev": 9.5878, "total_energy_ha": -8574.024190, "relative_energy_kcal_mol": 40.0, "species": ["C", "O", "C", "C", "O", "C", "C", "O", "C", "H", "H", "H", "H", "H", "H", "H", "H", "H", "H", "H", "H", "H", "H", "C", "O", "C", "C", "O", "C", "C", "O", "C", "H", "H", "H", "H", "H", "H", "H", "H", "H", "H", "H", "H", "H", "H", "C", "O", "C", "C", "O", "C", "C", "O", "C", "H", "H", "H", "H", "H", "H", "H", "H", "H", "H", "H", "H", "H", "H", "C", "O", "C", "C", "O", "C", "C", "O", "C", "H", "H", "H", "H", "H", "H", "H", "H", "H", "H", "H", "H", "H", "H", "C", "O", "C", "C", "O", "C", "C", "O", "C", "H", "H", "H", "H", "H", "H", "H", "H", "H", "H", "H", "H", "H", "H", "C", "C", "O", "C", "O", "C", "F", "F", "F", "H", "H", "H", "H", "H", "C", "C", "O", "C", "O", "C", "F", "F", "F", "H", "H", "H", "H", "H", "C", "C", "O", "C", "O", "C", "F", "F", "F", "H", "H", "H", "H", "H", "C", "C", "O", "C", "O", "C", "F", "F", "F", "H", "H", "H", "H", "H", "C", "Cl", "Cl", "H", "H", "C", "Cl", "Cl", "H", "H", "C", "Cl", "Cl", "H", "H", "C", "Cl", "Cl", "H", "H"], "coordinates": [[3.890, 6.253, -4.328], [2.972, 5.237, -3.905], [2.147, 4.685, -4.992], [1.281, 3.422, -4.563], [2.043, 2.268, -4.204], [1.393, 1.279, -3.402], [2.433, 0.300, -2.893], [3.139, -0.425, -3.944], [4.265, -1.161, -3.402], [4.591, 6.442, -3.514], [3.418, 7.194, -4.611], [4.377, 5.822, -5.203], [2.671, 4.329, -5.879], [1.512, 5.488, -5.365], [0.580, 3.254, -5.381], [0.574, 3.653, -3.766], [0.622, 0.728, -3.940], [0.955, 1.752, -2.523], [1.820, -0.461, -2.412], [3.112, 0.853, -2.244], [4.029, -1.862, -2.602], [5.089, -0.558, -3.019], [4.678, -1.691, -4.261], [-4.141, 2.124, 0.587], [-3.594, 3.087, -0.344], [-3.720, 2.737, -1.680], [-3.653, 4.044, -2.543], [-2.386, 4.637, -2.393], [-2.027, 5.808, -3.122], [-2.570, 5.972, -4.605], [-3.958, 6.055, -4.540], [-4.525, 6.589, -5.723], [-5.231, 2.115, 0.567], [-3.743, 2.420, 1.557], [-3.789, 1.110, 0.394], [-4.685, 2.268, -1.871], [-2.903, 2.035, -1.846], [-4.411, 4.668, -2.070], [-3.958, 3.806, -3.562], [-0.952, 5.946, -3.008], [-2.388, 6.701, -2.610], [-2.378, 5.048, -5.151], [-2.120, 6.865, -5.037], [-4.256, 7.630, -5.900], [-5.609, 6.474, -5.763], [-4.183, 5.985, -6.563], [4.626, -0.944, 0.452], [3.293, -0.586, 0.271], [2.845, 0.549, 1.019], [1.411, 0.981, 0.746], [0.412, 0.015, 1.122], [0.353, -1.109, 0.246], [-0.964, -1.975, 0.334], [-2.165, -1.199, 0.188], [-3.370, -1.944, 0.390], [4.803, -1.969, 0.127], [4.853, -0.810, 1.510], [5.322, -0.302, -0.088], [3.612, 1.310, 0.876], [2.948, 0.282, 2.071], [1.299, 1.254, -0.303], [1.286, 1.958, 1.214], [1.258, -1.716, 0.280], [0.255, -0.667, -0.746], [-1.090, -2.336, 1.354], [-1.016, -2.789, -0.390], [-4.243, -1.291, 0.379], [-3.416, -2.341, 1.404], [-3.540, -2.718, -0.359], [6.993, 6.569, 0.228], [6.062, 5.590, -0.178], [6.298, 4.241, 0.259], [5.319, 3.277, -0.517], [3.946, 3.501, -0.122], [3.371, 4.770, -0.406], [1.878, 4.592, -0.827], [1.153, 4.041, 0.252], [-0.140, 3.716, -0.177], [6.944, 7.532, -0.280], [8.018, 6.260, 0.026], [6.935, 6.792, 1.293], [6.186, 4.137, 1.338], [7.342, 3.962, 0.120], [5.608, 2.241, -0.344], [5.470, 3.523, -1.568], [3.900, 5.283, -1.209], [3.459, 5.233, 0.576], [1.731, 3.895, -1.652], [1.455, 5.574, -1.038], [-0.521, 3.012, 0.562], [-0.300, 3.264, -1.156], [-0.805, 4.573, -0.071], [1.478, -3.780, -2.572], [0.857, -4.199, -1.302], [1.517, -5.293, -0.747], [0.889, -5.891, 0.519], [-0.499, -6.265, 0.344], [-0.694, -7.216, -0.680], [-1.982, -8.050, -0.413], [-1.704, -8.802, 0.797], [-2.847, -9.546, 1.213], [1.595, -4.599, -3.281], [2.490, -3.426, -2.376], [0.985, -2.921, -3.029], [2.525, -4.953, -0.509], [1.633, -6.064, -1.509], [0.815, -5.109, 1.275], [1.480, -6.733, 0.881], [0.114, -7.932, -0.831], [-0.742, -6.671, -1.623], [-2.186, -8.767, -1.208], [-2.838, -7.384, -0.310], [-3.681, -8.859, 1.360], [-2.577, -10.088, 2.119], [-3.157, -10.256, 0.447], [2.870, 4.634, 3.609], [3.575, 3.277, 3.697], [2.855, 2.520, 4.683], [3.232, 2.479, 5.960], [4.105, 3.175, 6.495], [2.561, 1.309, 6.722], [3.571, 0.581, 7.307], [1.781, 1.865, 7.652], [1.868, 0.567, 5.820], [3.188, 5.272, 2.785], [3.088, 5.213, 4.506], [1.788, 4.511, 3.557], [4.627, 3.344, 3.977], [3.521, 2.712, 2.766], [-6.035, -1.812, 3.155], [-7.445, -2.434, 3.197], [-8.443, -1.486, 3.544], [-9.027, -0.738, 2.553], [-8.790, -0.781, 1.352], [-10.064, 0.241, 3.160], [-9.949, 1.493, 2.721], [-11.245, -0.212, 2.816], [-10.004, 0.279, 4.475], [-5.914, -0.982, 2.459], [-5.209, -2.505, 2.993], [-5.855, -1.291, 4.095], [-7.482, -3.202, 3.970], [-7.680, -3.003, 2.297], [1.934, -3.017, 3.125], [3.300, -3.409, 2.678], [3.457, -4.807, 2.550], [4.663, -5.403, 2.529], [5.727, -4.859, 2.865], [4.647, -6.890, 2.076], [3.801, -7.629, 2.743], [4.279, -6.936, 0.806], [5.890, -7.409, 2.132], [1.529, -3.672, 3.896], [1.255, -3.115, 2.278], [1.945, -2.053, 3.634], [4.035, -3.029, 3.388], [3.581, -2.916, 1.747], [-6.277, -2.317, -1.727], [-6.292, -0.952, -2.443], [-7.141, -0.065, -1.750], [-8.446, 0.166, -2.143], [-9.070, -0.432, -3.002], [-9.137, 1.188, -1.248], [-8.263, 1.679, -0.364], [-9.682, 2.225, -1.945], [-10.159, 0.669, -0.607], [-7.181, -2.916, -1.841], [-6.244, -2.080, -0.664], [-5.439, -2.954, -2.010], [-6.574, -1.097, -3.486], [-5.266, -0.585, -2.479], [-1.482, 0.353, 3.542], [-0.790, 1.345, 4.820], [-3.126, -0.095, 3.995], [-1.395, 0.886, 2.595], [-0.858, -0.538, 3.491], [-2.309, -5.146, 2.632], [-4.106, -5.068, 2.436], [-1.757, -4.102, 3.981], [-1.895, -6.131, 2.848], [-1.909, -4.695, 1.724], [5.519, -5.217, -2.450], [4.166, -5.790, -3.410], [5.036, -4.476, -0.939], [6.237, -6.030, -2.339], [6.175, -4.520, -2.972], [7.176, 0.219, 3.348], [6.321, 1.500, 2.375], [6.022, -0.591, 4.407], [7.765, -0.403, 2.674], [7.894, 0.736, 3.986]], "lowdin_charge": [-0.09, -0.21, -0.14, -0.17, -0.12, -0.18, -0.18, -0.17, -0.10, 0.08, 0.08, 0.08, 0.11, 0.11, 0.12, 0.10, 0.13, 0.10, 0.10, 0.13, 0.05, 0.08, 0.09, -0.06, -0.19, -0.21, -0.17, -0.14, -0.15, -0.20, -0.21, -0.10, 0.08, 0.09, 0.07, 0.11, 0.12, 0.13, 0.12, 0.11, 0.12, 0.12, 0.12, 0.09, 0.09, 0.08, -0.14, -0.21, -0.16, -0.14, -0.13, -0.15, -0.15, -0.20, -0.11, 0.04, 0.05, 0.08, 0.09, 0.12, 0.11, 0.11, 0.11, 0.11, 0.09, 0.12, 0.07, 0.05, 0.08, -0.11, -0.21, -0.19, -0.14, -0.17, -0.14, -0.16, -0.20, -0.12, 0.09, 0.08, 0.09, 0.09, 0.11, 0.08, 0.12, 0.11, 0.11, 0.10, 0.13, 0.08, 0.08, 0.10, -0.06, -0.19, -0.25, -0.12, -0.15, -0.19, -0.16, -0.20, -0.11, 0.06, 0.04, 0.09, 0.06, 0.11, 0.11, 0.13, 0.13, 0.12, 0.12, 0.12, 0.08, 0.09, 0.08, -0.03, -0.19, 0.00, -0.35, 0.12, -0.50, 0.13, 0.17, 0.09, 0.06, 0.08, 0.09, 0.10, 0.09, -0.08, -0.20, 0.02, -0.30, 0.14, -0.59, 0.18, 0.19, 0.18, 0.07, 0.02, 0.06, 0.12, 0.12, -0.04, -0.22, 0.02, -0.33, 0.12, -0.58, 0.20, 0.14, 0.16, 0.08, 0.06, 0.09, 0.11, 0.10, -0.06, -0.21, 0.00, -0.30, 0.16, -0.56, 0.16, 0.14, 0.19, 0.08, 0.06, 0.07, 0.12, 0.12, -1.03, 0.56, 0.55, 0.02, 0.01, -0.96, 0.50, 0.50, 0.03, -0.01, -1.01, 0.58, 0.63, 0.04, 0.03, -0.94, 0.57, 0.54, 0.04, 0.02]}

No. 2
{"formula": "C50H98O23S7", "method": "wB97M-V/def2-TZVPD", "e_homo_ev": -9.77, "total_charge": 0, "homo_lumo_gap_ev": 9.5686, "total_energy_ha": -6481.750738, "relative_energy_kcal_mol": 0.0, "species": ["C", "C", "C", "O", "C", "O", "O", "H", "H", "H", "H", "H", "H", "C", "C", "O", "C", "H", "H", "H", "H", "H", "H", "C", "C", "O", "C", "H", "H", "H", "H", "H", "H", "C", "C", "O", "C", "H", "H", "H", "H", "H", "H", "C", "C", "O", "C", "H", "H", "H", "H", "H", "H", "C", "C", "O", "C", "H", "H", "H", "H", "H", "H", "C", "C", "O", "C", "H", "H", "H", "H", "H", "H", "C", "C", "C", "S", "O", "O", "C", "H", "H", "H", "H", "H", "H", "H", "H", "C", "C", "C", "S", "O", "O", "C", "H", "H", "H", "H", "H", "H", "H", "H", "C", "C", "C", "S", "O", "O", "C", "H", "H", "H", "H", "H", "H", "H", "H", "C", "C", "C", "S", "O", "O", "C", "H", "H", "H", "H", "H", "H", "H", "H", "C", "C", "C", "S", "O", "O", "C", "H", "H", "H", "H", "H", "H", "H", "H", "C", "C", "C", "S", "O", "O", "C", "H", "H", "H", "H", "H", "H", "H", "H", "C", "C", "C", "S", "O", "O", "C", "H", "H", "H", "H", "H", "H", "H", "H"], "coordinates": [[4.432, -1.629, 3.812], [3.614, -2.470, 4.745], [2.628, -3.491, 4.112], [2.878, -4.694, 4.801], [4.033, -4.592, 5.507], [4.599, -5.502, 5.990], [4.457, -3.309, 5.558], [4.783, -0.773, 4.379], [3.846, -1.330, 2.938], [5.206, -2.237, 3.335], [3.012, -1.855, 5.419], [2.756, -3.588, 3.030], [1.618, -3.116, 4.271], [-1.493, 4.222, -1.798], [-1.309, 5.207, -0.689], [-2.189, 5.961, -0.357], [-0.041, 5.179, 0.113], [-0.791, 4.428, -2.611], [-2.507, 4.313, -2.180], [-1.314, 3.205, -1.447], [-0.086, 5.985, 0.845], [0.874, 5.312, -0.468], [0.044, 4.236, 0.660], [-0.739, -2.576, 8.117], [0.255, -1.720, 7.377], [1.275, -1.364, 7.894], [-0.086, -1.348, 5.963], [-1.404, -1.924, 8.695], [-0.257, -3.271, 8.794], [-1.403, -3.105, 7.429], [0.669, -0.740, 5.469], [-0.994, -0.729, 5.964], [-0.287, -2.223, 5.342], [3.788, 1.724, -1.570], [3.120, 3.054, -1.785], [1.906, 3.073, -1.898], [3.996, 4.255, -2.002], [3.196, 0.948, -2.055], [3.782, 1.474, -0.502], [4.814, 1.673, -1.931], [4.701, 4.094, -2.814], [4.534, 4.482, -1.079], [3.366, 5.118, -2.221], [-3.875, -0.096, 3.284], [-5.138, -0.900, 3.466], [-5.786, -1.243, 2.512], [-5.623, -1.161, 4.869], [-3.707, 0.014, 2.213], [-3.013, -0.587, 3.739], [-4.046, 0.926, 3.632], [-5.580, -2.223, 5.115], [-6.685, -0.906, 4.910], [-5.098, -0.576, 5.621], [3.020, 3.812, 1.620], [2.694, 5.237, 1.969], [3.011, 6.151, 1.245], [1.826, 5.443, 3.191], [3.350, 3.246, 2.492], [3.833, 3.803, 0.898], [2.134, 3.322, 1.228], [1.465, 6.469, 3.239], [2.466, 5.322, 4.074], [0.996, 4.739, 3.211], [5.955, 0.221, 1.301], [5.691, -0.682, 0.126], [4.571, -1.045, -0.145], [6.889, -1.171, -0.640], [6.643, -0.288, 1.985], [5.020, 0.410, 1.822], [6.468, 1.142, 1.016], [7.645, -0.404, -0.764], [6.547, -1.544, -1.612], [7.268, -2.081, -0.167], [2.690, -3.525, -1.940], [3.175, -2.258, -2.678], [3.332, -2.634, -4.133], [4.228, -4.165, -4.041], [5.637, -3.905, -3.895], [3.769, -5.055, -5.071], [3.575, -4.654, -2.426], [1.657, -3.733, -2.231], [2.766, -3.330, -0.875], [4.192, -2.032, -2.338], [2.620, -1.331, -2.527], [3.873, -1.925, -4.756], [2.361, -2.809, -4.601], [4.426, -4.848, -1.776], [3.055, -5.595, -2.586], [-3.874, 4.337, 2.204], [-2.560, 3.816, 2.852], [-2.385, 4.557, 4.173], [-2.795, 6.246, 3.766], [-1.649, 6.841, 3.123], [-3.415, 6.878, 4.892], [-4.050, 5.820, 2.532], [-4.699, 3.682, 2.473], [-3.729, 4.247, 1.127], [-1.720, 3.970, 2.174], [-2.643, 2.744, 3.043], [-1.388, 4.535, 4.608], [-3.102, 4.210, 4.917], [-3.963, 6.496, 1.688], [-4.983, 6.012, 3.061], [-5.356, -1.356, -1.655], [-6.483, -0.323, -1.578], [-5.821, 1.030, -1.795], [-4.220, 0.923, -0.972], [-4.364, 1.410, 0.380], [-3.138, 1.415, -1.800], [-4.097, -0.883, -0.980], [-5.082, -1.519, -2.705], [-5.655, -2.362, -1.358], [-6.921, -0.373, -0.575], [-7.276, -0.548, -2.286], [-6.399, 1.889, -1.473], [-5.566, 1.147, -2.854], [-3.858, -1.208, 0.028], [-3.241, -1.012, -1.634], [-0.247, 2.148, -6.425], [-0.039, 2.397, -4.944], [0.534, 1.116, -4.347], [1.592, 0.414, -5.618], [1.162, -0.933, -5.913], [2.969, 0.682, -5.305], [1.021, 1.490, -6.940], [-0.467, 3.081, -6.944], [-1.118, 1.508, -6.586], [-0.950, 2.661, -4.408], [0.687, 3.198, -4.787], [-0.184, 0.339, -4.079], [1.169, 1.305, -3.481], [0.942, 1.012, -7.910], [1.790, 2.267, -7.002], [-1.997, -2.516, -6.781], [-2.198, -1.049, -6.440], [-3.010, -0.945, -5.170], [-2.572, -2.405, -4.227], [-3.774, -3.171, -3.999], [-1.728, -2.058, -3.114], [-1.593, -3.211, -5.481], [-1.258, -2.680, -7.563], [-2.918, -2.986, -7.142], [-2.629, -0.482, -7.264], [-1.235, -0.603, -6.198], [-4.096, -0.992, -5.274], [-2.828, -0.079, -4.530], [-1.722, -4.286, -5.413], [-0.553, -2.972, -5.244], [-1.813, -3.861, 0.852], [-2.274, -4.973, -0.088], [-1.027, -5.732, -0.514], [0.051, -5.706, 0.929], [1.308, -5.112, 0.564], [0.029, -6.972, 1.594], [-0.908, -4.520, 1.891], [-2.670, -3.413, 1.360], [-1.286, -3.074, 0.319], [-2.804, -4.604, -0.965], [-2.926, -5.668, 0.449], [-0.448, -5.179, -1.258], [-1.208, -6.738, -0.876], [-0.180, -3.844, 2.330], [-1.520, -5.085, 2.588], [-0.224, 0.203, -0.452], [-1.031, 0.656, 0.781], [-0.020, 1.253, 1.719], [1.341, 0.118, 1.688], [1.002, -0.953, 2.608], [2.592, 0.820, 1.836], [1.081, -0.431, -0.003], [0.039, 1.083, -1.044], [-0.827, -0.462, -1.070], [-1.613, -0.145, 1.231], [-1.738, 1.416, 0.450], [-0.321, 1.503, 2.734], [0.329, 2.196, 1.283], [1.215, -1.514, 0.014], [1.953, -0.042, -0.526]], "lowdin_charge": [-0.02, -0.30, -0.10, 0.07, -0.57, 0.18, 0.09, 0.10, 0.06, 0.10, 0.14, 0.13, 0.10, -0.02, -0.49, 0.08, -0.01, 0.08, 0.08, 0.06, 0.09, 0.08, 0.06, -0.02, -0.51, 0.09, -0.03, 0.09, 0.09, 0.08, 0.07, 0.09, 0.08, -0.01, -0.48, 0.04, 0.00, 0.06, 0.07, 0.10, 0.09, 0.08, 0.09, -0.02, -0.50, 0.07, -0.02, 0.04, 0.09, 0.09, 0.09, 0.09, 0.08, -0.02, -0.50, 0.07, -0.01, 0.09, 0.07, 0.05, 0.09, 0.09, 0.07, -0.02, -0.50, 0.05, 0.00, 0.09, 0.05, 0.09, 0.08, 0.08, 0.10, -0.21, -0.23, -0.25, 0.66, -0.32, -0.32, -0.21, 0.11, 0.09, 0.09, 0.10, 0.10, 0.09, 0.11, 0.10, -0.20, -0.21, -0.23, 0.66, -0.32, -0.32, -0.20, 0.11, 0.09, 0.09, 0.09, 0.10, 0.11, 0.10, 0.10, -0.22, -0.20, -0.21, 0.68, -0.33, -0.34, -0.20, 0.09, 0.13, 0.12, 0.12, 0.11, 0.10, 0.09, 0.06, -0.22, -0.20, -0.21, 0.67, -0.33, -0.31, -0.21, 0.12, 0.10, 0.11, 0.12, 0.10, 0.07, 0.11, 0.11, -0.20, -0.22, -0.21, 0.65, -0.32, -0.34, -0.21, 0.12, 0.12, 0.13, 0.07, 0.11, 0.10, 0.11, 0.10, -0.22, -0.21, -0.21, 0.65, -0.32, -0.31, -0.21, 0.11, 0.11, 0.11, 0.12, 0.09, 0.11, 0.09, 0.11, -0.18, -0.21, -0.23, 0.68, -0.32, -0.33, -0.19, 0.10, 0.10, 0.10, 0.09, 0.11, 0.08, 0.10, 0.07]}

> Number 1 is which compound?

C50H98Cl8F12O23